Entry 1:
{"formula": "C57H91N6NaO3P", "method": "ωB97M-V/def2-TZVPD", "de_lowest_kj_mol": 87.0, "homo_energy_ev": -3.57, "total_charge": -1, "orbital_gap_ev": 4.5, "spin_multiplicity": 1, "elements": ["Na", "C", "C", "C", "C", "C", "C", "C", "C", "N", "C", "C", "N", "C", "C", "N", "C", "C", "C", "C", "C", "C", "C", "C", "C", "O", "C", "C", "C", "C", "C", "C", "C", "C", "C", "C", "C", "C", "C", "C", "C", "O", "C", "C", "C", "C", "C", "C", "C", "C", "C", "O", "C", "C", "C", "C", "C", "C", "H", "H", "H", "H", "H", "H", "H", "H", "H", "H", "H", "H", "H", "H", "H", "H", "H", "H", "H", "H", "H", "H", "H", "H", "H", "H", "H", "H", "H", "H", "H", "H", "H", "H", "H", "H", "H", "H", "H", "H", "H", "H", "H", "H", "H", "H", "H", "H", "H", "H", "H", "H", "H", "H", "H", "H", "H", "H", "H", "H", "H", "H", "H", "H", "H", "H", "H", "H", "H", "H", "H", "H", "H", "H", "H", "H", "H", "H", "C", "N", "C", "N", "C", "N", "C", "P", "C", "C", "H", "H", "H", "H", "H", "H", "H", "H", "H", "H", "H", "H", "H"], "positions_angstrom": [[1.016, 0.447, 0.496], [-0.472, -7.425, -4.040], [-1.365, -7.315, -2.791], [-2.757, -7.836, -3.158], [-0.796, -8.222, -1.689], [-1.387, -5.855, -2.337], [-0.225, -5.241, -1.886], [-0.162, -3.882, -1.614], [1.167, -3.257, -1.303], [1.461, -2.661, 0.028], [2.871, -2.852, 0.276], [3.448, -2.263, 1.572], [2.929, -0.980, 2.030], [2.112, -1.111, 3.229], [0.673, -0.571, 3.144], [-0.043, -0.642, 1.875], [-0.498, -1.974, 1.477], [0.557, -3.029, 1.111], [-1.229, 0.220, 2.001], [-2.023, 0.822, 0.840], [-3.349, 1.031, 1.192], [-4.232, 1.794, 0.450], [-3.715, 2.365, -0.705], [-2.404, 2.194, -1.126], [-1.489, 1.377, -0.368], [-0.255, 1.193, -0.722], [-1.997, 2.887, -2.432], [-3.026, 3.910, -2.940], [-0.712, 3.713, -2.232], [-1.851, 1.810, -3.532], [-5.671, 2.000, 0.918], [-6.457, 2.942, 0.002], [-5.672, 2.608, 2.330], [-6.394, 0.644, 0.946], [4.005, 0.027, 2.102], [3.632, 1.320, 2.768], [4.269, 1.685, 3.938], [3.953, 2.862, 4.606], [2.905, 3.602, 4.070], [2.220, 3.290, 2.899], [2.653, 2.150, 2.128], [2.273, 1.843, 0.937], [1.012, 4.200, 2.595], [1.427, 5.682, 2.595], [0.323, 3.945, 1.259], [-0.030, 3.986, 3.709], [4.775, 3.333, 5.802], [4.947, 2.208, 6.832], [4.139, 4.526, 6.523], [6.161, 3.771, 5.296], [-1.273, -3.018, -1.878], [-1.115, -1.759, -1.861], [-2.522, -3.681, -2.179], [-2.522, -5.040, -2.437], [-3.816, -2.860, -2.217], [-5.051, -3.726, -2.474], [-3.990, -2.166, -0.854], [-3.753, -1.774, -3.303], [-0.456, -8.449, -4.432], [0.551, -7.127, -3.806], [-0.847, -6.759, -4.820], [-2.701, -8.903, -3.389], [-3.149, -7.320, -4.037], [-3.458, -7.699, -2.333], [-0.768, -9.263, -2.025], [-1.415, -8.159, -0.793], [0.218, -7.924, -1.421], [0.680, -5.830, -1.746], [1.303, -2.459, -2.038], [1.929, -4.030, -1.496], [3.392, -2.388, -0.569], [3.153, -3.926, 0.273], [4.529, -2.185, 1.406], [3.323, -3.010, 2.365], [2.575, -0.569, 4.061], [2.075, -2.162, 3.527], [0.727, 0.485, 3.417], [0.095, -1.086, 3.937], [-1.119, -1.814, 0.595], [-1.122, -2.418, 2.278], [0.003, -3.933, 0.833], [1.140, -3.279, 2.000], [-0.917, 1.082, 2.597], [-1.960, -0.327, 2.621], [-3.699, 0.585, 2.120], [-4.361, 2.986, -1.305], [-3.212, 4.693, -2.201], [-3.977, 3.452, -3.218], [-2.619, 4.385, -3.837], [-0.929, 4.552, -1.566], [-0.373, 4.122, -3.190], [0.062, 3.117, -1.755], [-2.822, 1.627, -3.996], [-1.517, 0.864, -3.107], [-1.153, 2.122, -4.317], [-6.013, 3.940, -0.008], [-7.486, 3.029, 0.359], [-6.487, 2.563, -1.021], [-5.070, 3.518, 2.350], [-5.252, 1.912, 3.057], [-6.692, 2.855, 2.643], [-6.335, 0.173, -0.037], [-7.447, 0.767, 1.217], [-5.926, -0.027, 1.667], [4.303, 0.228, 1.066], [4.876, -0.395, 2.635], [5.044, 1.026, 4.322], [2.594, 4.491, 4.604], [2.179, 5.862, 1.824], [1.837, 6.003, 3.554], [0.553, 6.303, 2.380], [1.006, 4.115, 0.428], [-0.539, 4.612, 1.156], [-0.029, 2.926, 1.174], [0.354, 4.307, 4.680], [-0.287, 2.929, 3.787], [-0.946, 4.544, 3.493], [3.972, 1.879, 7.198], [5.537, 2.558, 7.685], [5.458, 1.346, 6.403], [3.120, 4.298, 6.842], [4.116, 5.411, 5.885], [4.727, 4.769, 7.412], [6.678, 2.934, 4.823], [6.780, 4.147, 6.117], [6.047, 4.562, 4.553], [-3.450, -5.505, -2.744], [-5.131, -4.537, -1.746], [-5.032, -4.160, -3.478], [-5.948, -3.109, -2.391], [-4.000, -2.900, -0.044], [-4.927, -1.602, -0.829], [-3.169, -1.467, -0.694], [-3.634, -2.220, -4.295], [-2.910, -1.119, -3.100], [-4.672, -1.177, -3.295], [4.382, 1.214, -3.982], [3.794, -0.186, -4.199], [2.493, -0.017, -5.006], [1.619, 0.879, -4.370], [2.240, 2.179, -4.171], [3.456, 2.080, -3.365], [3.156, 1.712, -1.969], [2.289, 0.071, -1.768], [3.532, -0.849, -2.888], [1.055, 0.333, -3.127], [4.652, 1.589, -4.973], [5.276, 1.093, -3.369], [4.448, -0.744, -4.745], [2.039, -1.005, -5.089], [2.799, 0.346, -5.990], [1.537, 2.827, -3.659], [2.498, 2.610, -5.145], [2.517, 2.464, -1.503], [4.085, 1.699, -1.394], [3.137, -1.849, -3.074], [4.486, -0.945, -2.365], [0.331, 1.008, -2.681], [0.521, -0.597, -3.333]]}

Entry 2:
{"formula": "C5H5BrN2S2", "method": "ωB97M-V/def2-TZVPD", "de_lowest_kj_mol": 0.0, "homo_energy_ev": [-7.83, -7.83], "total_charge": 0, "orbital_gap_ev": [7.0, 7.0], "spin_multiplicity": 1, "elements": ["C", "C", "C", "C", "C", "N", "N", "S", "S", "Br", "H", "H", "H", "H", "H"], "positions_angstrom": [[1.126, -2.147, -1.180], [0.565, -0.877, -0.970], [0.546, 0.948, 0.549], [-0.863, 0.968, 1.065], [-1.876, 1.504, 0.378], [0.939, -0.368, 0.244], [1.663, -1.173, 1.010], [1.961, -2.562, 0.214], [-0.407, -0.165, -2.081], [-3.673, 1.366, 0.769], [0.807, -2.710, -1.963], [1.365, 1.365, 1.106], [0.561, 1.454, -0.504], [-0.958, 0.107, 1.757], [-1.757, 2.290, -0.394]]}